# 1
C30H48AlBeBr4Cl2F5N4O8S as an isolated structure. Source: the OMol25 dataset; level of theory: ωB97M-V with the def2-TZVPD basis set.

- F_max: 6.15 eV/Å
- Frontier orbital gap: 1.332 eV
- Electronic energy: -390820.22289 eV

```
! RIJCOSX wB97M-V def2-TZVPD def2/J DEFGRID3
* xyz 2 1
C -2.618 5.245 -0.877
C -1.776 6.238 -1.331
C -1.951 7.718 -0.851
O -2.381 8.579 -1.540
O -1.551 7.960 0.444
C -0.132 7.671 0.612
C 0.016 6.384 1.452
C 1.565 6.182 1.805
C 1.940 4.770 1.286
C 1.237 3.632 2.081
C 2.115 2.356 1.918
N 1.379 1.116 2.172
Br 1.426 0.443 3.918
C 0.680 0.399 1.308
N 0.071 -0.778 1.733
C -0.518 -1.267 0.583
C -1.304 -2.525 0.321
N -0.246 -0.394 -0.393
F -0.728 -0.753 -1.613
N 0.480 0.704 -0.005
C 0.894 1.836 -0.871
C -0.082 2.301 -2.053
C -1.629 2.427 -1.690
Cl 0.451 3.929 -2.623
H -2.598 4.889 0.173
H -3.326 4.772 -1.666
H -0.931 6.025 -2.010
H 0.413 8.489 1.117
H 0.356 7.519 -0.382
H -0.508 6.419 2.424
H -0.300 5.490 0.866
H 2.216 6.972 1.387
H 1.696 6.186 2.904
H 3.060 4.618 1.429
H 1.752 4.680 0.181
H 1.279 3.937 3.150
H 0.181 3.487 1.755
H 2.939 2.431 2.665
H 2.624 2.404 0.933
H -1.359 -3.211 1.186
H -2.314 -2.328 -0.095
H -0.750 -3.069 -0.480
H 1.870 1.540 -1.309
H 1.072 2.781 -0.318
H 0.031 1.547 -2.861
H -2.244 1.566 -2.288
H -2.030 3.419 -2.035
H -1.847 2.275 -0.616
F -4.548 5.339 -3.000
C 4.801 -3.284 -0.152
S 3.077 -2.902 0.179
O 2.293 -4.161 0.038
C 2.800 -1.946 -1.302
H 5.170 -3.922 0.649
H 4.888 -3.809 -1.104
H 5.381 -2.361 -0.175
H 3.004 -2.544 -2.192
H 3.440 -1.061 -1.287
H 1.755 -1.644 -1.300
Be -0.204 -1.521 3.576
Cl 4.421 5.014 2.845
C -6.700 6.540 -0.822
O -5.871 6.225 0.295
H -7.082 5.614 -1.241
H -7.538 7.164 -0.500
H -6.115 7.064 -1.580
H -5.543 7.058 0.651
Br -2.707 -0.067 -2.094
C 1.956 -6.852 0.507
C 0.825 -7.851 0.325
O 1.217 -9.071 -0.287
C 1.812 -10.088 0.519
O 1.108 -10.364 1.570
C 3.326 -9.801 0.870
F 3.952 -9.239 -0.179
F 3.970 -10.941 1.126
F 3.509 -8.993 1.918
H 2.630 -6.853 -0.350
H 1.554 -5.858 0.643
H 2.542 -7.077 1.396
H 0.108 -7.407 -0.373
H 0.275 -8.014 1.256
H 1.920 -10.905 -0.230
C -0.434 -5.495 -4.182
C -0.508 -4.491 -3.307
C 0.068 -3.164 -3.602
O 0.005 -2.244 -2.804
C 0.734 -2.990 -4.920
C 0.812 -3.988 -5.801
C 0.229 -5.326 -5.496
O 0.299 -6.225 -6.294
H -0.851 -6.473 -3.978
H -0.991 -4.603 -2.345
H 1.153 -2.004 -5.121
H 1.296 -3.880 -6.769
Al 0.260 -1.183 -6.824
Br -5.042 -0.305 7.284
C -3.285 0.447 6.940
C -3.088 0.717 5.472
Br -2.731 -0.944 4.490
H -2.556 -0.246 7.352
H -3.255 1.379 7.503
H -2.209 1.341 5.309
H -3.949 1.181 4.999
*
```

Here are the Mulliken charges for atoms 1 to 5, given in e:
1. C -0.49
2. C 0.39
3. C 0.12
4. O -0.40
5. O -0.31


# 2
C5H11NS2 as an isolated structure. Source: the OMol25 dataset; level of theory: ωB97M-V with the def2-TZVPD basis set.

- F_max: 4.85 eV/Å
- Frontier orbital gap: 8.375 eV
- Electronic energy: -28518.83314 eV

```
! RIJCOSX wB97M-V def2-TZVPD def2/J DEFGRID3
* xyz 0 1
C -3.269 -1.060 1.422
C -1.001 -0.513 -0.085
C 1.183 0.919 -0.264
C 1.765 1.114 -1.759
C 2.119 0.433 0.824
H -3.004 -2.237 0.949
H -3.902 -1.015 2.369
H -3.693 -0.755 0.441
H 0.436 -0.906 -1.393
H 0.690 1.730 0.183
H 2.028 2.459 -1.834
H 2.506 0.259 -1.825
H 0.867 0.575 -2.733
H 2.759 1.305 1.133
H 1.479 0.259 1.799
H 2.524 -0.543 0.604
N 0.280 -0.304 -0.423
S -1.877 0.093 1.516
S -1.888 -1.813 -0.926
*
```

Here are the Mulliken charges for atoms 1 to 5, given in e:
1. C -0.84
2. C 0.19
3. C 0.20
4. C -1.11
5. C -1.19


# 3
An isolated molecule of C2H6OS3. Source: the OMol25 dataset; level of theory: ωB97M-V with the def2-TZVPD basis set.

- F_max: 1.62 eV/Å
- Frontier orbital gap (alpha / beta): 7.477 / 7.471 eV
- Electronic energy: -36722.75456 eV

```
! RIJCOSX wB97M-V def2-TZVPD def2/J DEFGRID3
* xyz 0 1
C 2.112 -0.647 -1.356
C -2.025 0.574 1.676
O 0.066 -0.628 0.612
S 1.030 0.657 -0.673
S -0.276 0.967 -2.033
S -1.472 -0.732 0.524
H 2.192 -0.488 -2.428
H 1.667 -1.612 -1.141
H 3.081 -0.554 -0.880
H -2.745 0.153 2.374
H -2.481 1.382 1.113
H -1.149 0.928 2.212
*
```

Here are the Mulliken charges for atoms 1 to 5, given in e:
1. C -0.72
2. C -0.72
3. O -0.41
4. S 0.28
5. S -0.27


# 4
C42H54EuN6O9P2SSb as an isolated structure. Source: the OMol25 dataset; level of theory: ωB97M-V with the def2-TZVPD basis set.

- F_max: 2.53 eV/Å
- Frontier orbital gap (alpha / beta): 6.081 / 6.646 eV
- Expectation value of S²: 15.76
- Electronic energy: -127087.59412 eV

```
! RIJCOSX wB97M-V def2-TZVPD def2/J DEFGRID3
* xyz -1 8
Eu -13.444 -5.506 13.958
N -12.351 -5.585 16.898
C -11.244 -4.694 17.232
C -11.602 -3.237 16.839
N -11.762 -3.243 15.402
C -12.222 -1.965 14.855
C -13.739 -1.779 14.975
N -14.421 -2.607 13.997
H -13.165 -5.294 17.404
H -12.101 -6.554 17.128
H -10.334 -4.922 16.690
H -10.955 -4.737 18.289
H -10.805 -2.628 17.191
H -12.512 -2.937 17.321
H -10.918 -3.581 14.916
H -12.020 -2.003 13.789
H -11.780 -1.050 15.283
H -13.979 -0.729 14.845
H -14.063 -2.003 16.012
H -15.421 -2.418 13.914
H -13.999 -2.466 13.085
O -13.632 -2.697 11.156
P -12.815 -4.067 11.121
O -12.237 -4.223 9.776
O -12.012 -4.182 12.413
O -13.959 -5.219 11.442
P -15.559 -5.125 11.244
O -15.822 -6.296 10.237
O -15.872 -3.802 10.539
O -16.108 -5.417 12.594
H -14.570 -2.848 10.840
H -15.150 -7.022 10.276
C -16.533 -8.662 12.884
C -15.532 -9.442 13.666
C -15.176 -10.727 13.324
C -14.200 -11.444 13.978
C -13.560 -10.803 15.018
C -13.821 -9.498 15.386
C -13.023 -8.819 16.479
C -14.849 -8.842 14.733
N -15.235 -7.492 15.142
C -15.972 -7.408 16.171
C -16.442 -8.607 16.961
C -16.388 -6.049 16.710
C -17.753 -5.901 17.241
N -15.503 -5.144 16.760
C -15.787 -3.823 17.096
C -15.273 -3.196 18.250
C -14.456 -3.913 19.337
C -15.533 -1.834 18.487
C -16.297 -1.123 17.579
C -16.833 -1.766 16.483
C -16.625 -3.086 16.195
C -17.365 -3.686 15.042
H -16.891 -9.261 12.054
H -16.089 -7.738 12.493
H -17.392 -8.376 13.490
H -15.734 -11.133 12.494
H -13.944 -12.450 13.703
H -12.705 -11.281 15.558
H -12.886 -9.470 17.368
H -13.457 -7.866 16.770
H -12.026 -8.556 16.137
H -15.904 -9.515 16.734
H -17.485 -8.833 16.714
H -16.366 -8.435 18.008
H -18.507 -6.181 16.464
H -17.937 -4.894 17.652
H -17.974 -6.649 18.029
H -14.592 -4.991 19.371
H -14.832 -3.546 20.334
H -13.367 -3.740 19.222
H -15.070 -1.346 19.335
H -16.548 -0.079 17.736
H -17.557 -1.187 15.853
H -18.288 -4.208 15.354
H -16.790 -4.413 14.456
H -17.628 -2.926 14.333
O -13.729 -8.175 10.349
N -12.859 -8.379 11.208
O -13.045 -7.808 12.333
S -10.729 -6.833 14.440
Sb -9.002 -6.391 13.045
C -8.109 -8.262 12.632
C -8.973 -9.350 12.526
C -8.428 -10.634 12.438
C -7.074 -10.797 12.407
C -6.186 -9.731 12.492
C -6.734 -8.444 12.559
C -9.006 -5.415 11.206
C -8.614 -6.180 10.137
C -8.320 -5.623 8.917
C -8.508 -4.260 8.743
C -8.980 -3.489 9.799
C -9.198 -4.047 11.040
C -7.553 -5.219 14.083
C -6.701 -4.429 13.363
C -5.873 -3.488 13.998
C -5.860 -3.447 15.386
C -6.643 -4.357 16.092
C -7.522 -5.226 15.461
H -10.047 -9.239 12.466
H -9.077 -11.476 12.415
H -6.702 -11.799 12.233
H -5.116 -9.910 12.511
H -6.137 -7.546 12.670
H -8.476 -7.242 10.262
H -7.899 -6.214 8.115
H -8.306 -3.721 7.811
H -9.087 -2.403 9.647
H -9.515 -3.432 11.880
H -6.637 -4.518 12.245
H -5.257 -2.817 13.403
H -5.260 -2.676 15.909
H -6.651 -4.326 17.170
H -8.252 -5.843 16.001
*
```

Here are the Mulliken charges for atoms 1 to 5, given in e:
1. Eu 0.98
2. N 0.18
3. C -0.40
4. C -0.82
5. N 0.66


# 5
BF4Rb as an isolated structure. Source: the OMol25 dataset; level of theory: ωB97M-V with the def2-TZVPD basis set.

- F_max: 3.45 eV/Å
- Frontier orbital gap: 9.996 eV
- Electronic energy: -12208.44278 eV

```
! RIJCOSX wB97M-V def2-TZVPD def2/J DEFGRID3
* xyz 0 1
Rb 0.072 -0.704 -2.727
B -0.052 0.146 0.583
F 0.201 -1.166 0.424
F -1.308 0.437 0.235
F 0.377 0.497 1.849
F 0.711 0.790 -0.364
*
```

Here are the Mulliken charges for atoms 1 to 5, given in e:
1. Rb 1.01
2. B 0.48
3. F -0.36
4. F -0.33
5. F -0.39


# 6
A 16-piece molecular cluster, C34H106N6O16 overall. Source: the OMol25 dataset; level of theory: ωB97M-V with the def2-TZVPD basis set.

- F_max: 3.91 eV/Å
- Frontier orbital gap: 9.571 eV
- Electronic energy: -78671.82930 eV

```
! RIJCOSX wB97M-V def2-TZVPD def2/J DEFGRID3
* xyz 0 1
C 17.243 17.326 10.622
C 18.239 16.220 10.748
C 18.788 15.637 9.507
O 19.525 14.474 9.999
C 20.311 14.002 8.872
N 19.311 16.458 11.762
H 17.642 18.154 10.043
H 16.993 17.670 11.643
H 16.392 16.887 10.189
H 17.664 15.329 11.141
H 19.468 16.397 9.040
H 17.979 15.237 8.834
H 19.638 13.806 7.946
H 20.791 13.107 9.205
H 21.054 14.797 8.630
H 19.819 15.583 11.950
H 20.050 17.027 11.335
C 8.132 18.109 14.997
C 7.692 16.718 15.463
C 8.398 16.169 16.681
O 9.809 16.088 16.494
C 10.455 15.380 17.558
N 6.258 16.639 15.798
H 7.536 18.202 13.999
H 9.239 18.117 14.742
H 7.738 18.923 15.643
H 7.956 16.003 14.676
H 8.029 15.208 16.924
H 8.288 16.819 17.568
H 11.545 15.317 17.205
H 9.915 14.436 17.784
H 10.537 16.103 18.445
H 5.635 16.819 15.031
H 5.991 17.466 16.411
C 13.618 9.871 11.336
C 12.732 11.137 11.479
C 11.829 11.125 12.695
O 12.628 11.334 13.857
C 12.109 10.963 15.103
N 13.745 12.200 11.508
H 12.997 8.969 11.178
H 14.172 9.917 12.269
H 14.282 10.041 10.527
H 12.161 11.298 10.511
H 11.314 10.128 12.644
H 11.065 11.874 12.611
H 12.840 10.819 15.878
H 11.740 10.010 14.930
H 11.275 11.610 15.440
H 14.275 12.093 10.654
H 13.320 13.127 11.401
C 12.343 15.043 13.719
C 12.835 16.443 14.148
C 13.916 16.993 13.310
O 15.028 16.155 13.116
C 16.007 16.229 14.102
N 11.703 17.403 14.163
H 13.026 14.353 14.223
H 12.340 14.952 12.668
H 11.375 14.793 14.113
H 13.174 16.451 15.243
H 14.226 17.940 13.754
H 13.532 17.108 12.258
H 16.092 17.283 14.366
H 16.972 15.871 13.636
H 15.908 15.517 14.901
H 12.067 18.305 14.391
H 11.071 17.138 14.906
C 19.760 10.822 12.202
C 18.394 11.212 11.577
C 17.390 10.048 11.522
O 17.957 8.837 10.988
C 16.860 7.975 10.723
N 17.805 12.393 12.241
H 20.006 9.924 11.620
H 19.526 10.615 13.277
H 20.497 11.675 12.085
H 18.578 11.366 10.509
H 16.470 10.335 10.969
H 17.031 9.839 12.582
H 17.210 6.951 10.551
H 16.404 8.382 9.879
H 16.213 7.974 11.660
H 17.922 13.190 11.664
H 18.145 12.563 13.155
C 8.895 19.690 11.069
C 10.033 19.011 10.436
C 11.285 19.898 10.704
O 12.443 19.179 10.281
C 13.667 19.772 10.611
N 10.190 17.593 10.815
H 8.897 20.787 11.089
H 8.743 19.493 12.142
H 7.880 19.468 10.555
H 10.023 18.926 9.371
H 11.399 20.075 11.767
H 11.176 20.764 10.112
H 13.940 20.688 10.043
H 14.536 19.141 10.334
H 13.653 19.900 11.694
H 10.973 17.297 10.239
H 10.622 17.639 11.717
O 15.365 12.232 14.347
H 15.969 12.003 13.639
H 14.511 12.202 13.873
O 15.313 14.367 11.106
H 15.238 15.144 11.706
H 15.386 13.577 11.760
O 18.750 18.237 14.413
H 19.394 18.871 14.151
H 18.788 17.513 13.756
O 14.215 19.655 15.918
H 15.067 19.859 15.411
H 13.745 20.459 15.989
O 16.385 19.648 13.808
H 15.695 19.305 13.212
H 17.157 19.062 13.990
C 13.530 24.164 12.994
C 12.601 24.277 14.171
O 11.752 23.130 14.217
H 13.858 23.135 12.942
H 14.379 24.785 13.121
H 13.046 24.407 12.017
H 12.007 25.217 14.083
H 13.135 24.388 15.150
H 11.064 23.121 13.536
C 16.701 11.606 7.827
C 16.460 13.080 8.049
O 15.033 13.149 8.292
H 16.392 11.235 6.884
H 16.177 11.061 8.639
H 17.765 11.437 7.825
H 16.750 13.744 7.208
H 17.034 13.502 8.914
H 14.911 13.922 8.826
C 18.905 13.908 16.024
C 19.835 13.672 17.218
O 19.314 14.287 18.404
H 19.538 13.769 15.076
H 18.476 14.898 16.028
H 18.081 13.189 15.894
H 20.851 14.004 17.021
H 20.043 12.587 17.385
H 18.472 13.874 18.473
C 15.291 11.241 18.137
C 16.620 10.923 17.439
O 16.501 10.215 16.240
H 14.922 12.149 17.699
H 15.389 11.358 19.207
H 14.600 10.422 17.950
H 17.317 10.344 18.025
H 17.153 11.863 17.340
H 16.132 10.797 15.550
C 8.480 14.167 11.359
C 8.103 15.065 12.505
O 7.470 16.304 12.152
H 9.071 14.678 10.519
H 7.603 13.815 10.861
H 9.131 13.363 11.777
H 8.955 15.228 13.146
H 7.346 14.480 13.094
H 8.189 16.856 11.727
*
```

Here are the Mulliken charges for atoms 1 to 5, given in e:
1. C -1.56
2. C 2.34
3. C -0.90
4. O -0.15
5. C -0.85


> Look up the F_max of the sixth one.

3.91 eV/Å


> Which value of electronic energy does entry 4 give?

-127087.59412 eV


> Which value of electronic energy does entry 2 give?

-28518.83314 eV


> What is the formula in the fourth record?

C42H54EuN6O9P2SSb